[1]
The following is a DFT calculation (the ωB97M-V functional and the def2-TZVPD basis) of an isolated molecule of CH3F2O2PS.

```
! RIJCOSX wB97M-V def2-TZVPD def2/J DEFGRID3
* xyz 0 1
H 0.81225 0.79171 1.01841
C 1.33923 0.03350 0.51015
S 0.08729 -1.32909 0.07318
P -2.06145 0.58557 -0.78131
O -0.93717 -0.40375 -1.02846
H 1.49994 0.37629 -0.44210
O 0.79980 -2.04808 -0.91534
H 2.19352 -0.17421 0.99243
F -2.49271 0.28145 0.74646
F -1.24069 1.88660 -0.17341
*
```

Calculated values
Lowest unoccupied orbital energy in eV: 0.066
Highest occupied orbital energy in eV: -10.344
Relative energy (zero: lowest compared OMol25 entry of this formula, charge and spin) in eV: 0.355
Gap between HOMO and LUMO in eV: 10.409

=====

[2]
The following is a DFT calculation (the ωB97M-V functional and the def2-TZVPD basis) of the ion C6H8N3S with charge +1.

```
! RIJCOSX wB97M-V def2-TZVPD def2/J DEFGRID3
* xyz 1 1
H -2.02214 2.50661 0.92224
H -1.50427 3.00672 4.04876
H -0.68261 3.50225 1.56498
N -1.90766 2.68331 3.04472
C 0.33796 0.18516 0.56172
C -1.38561 2.67980 1.80724
C 0.65636 -0.75628 -0.30934
N 1.49077 -1.87663 -0.01870
N 0.14260 -0.62225 -1.57960
C 1.36887 -2.54833 -2.24202
S 0.35770 1.60267 1.19841
H -0.53445 0.12667 -1.86090
H 1.63408 -3.23439 -2.90391
H -2.66602 2.02586 3.28668
H 2.37193 -3.64676 -0.58951
H -0.04007 -1.47263 -3.44455
C 0.51574 -1.50567 -2.54039
C 1.86683 -2.65611 -0.94582
*
```

Calculated values
Lowest unoccupied orbital energy in eV: -4.671
Highest occupied orbital energy in eV: -11.311
Relative energy (zero: lowest compared OMol25 entry of this formula, charge and spin) in eV: 3.558
Gap between HOMO and LUMO in eV: 6.640

=====

[3]
The following is a DFT calculation (the ωB97M-V functional and the def2-TZVPD basis) of a structure of composition C35H46N6O3P2Zn.

```
! RIJCOSX wB97M-V def2-TZVPD def2/J DEFGRID3
* xyz 0 1
H -7.51330 0.27547 1.42080
H -2.98654 5.46552 -0.39686
N -0.18155 5.13900 -0.90063
H 1.04922 -4.85376 -3.40716
N -4.39999 1.30548 1.84230
H -5.68480 3.83802 2.78371
H -0.29548 -1.16087 -2.56225
C 4.65195 -6.80057 0.35295
H 0.14994 7.84712 -2.78374
C -3.03445 2.51636 -3.27700
H 0.82069 0.66196 1.61486
H -2.18720 0.43245 -3.40086
H -0.69946 1.25975 -1.26195
H 6.62253 -6.05958 -1.51494
H -0.72806 -2.82516 -3.34296
H -2.04503 -4.07524 -1.06797
C 5.29020 -4.34394 -1.40482
C 0.34571 -1.59493 -0.52732
C -2.66105 4.77441 0.39313
H -5.83393 -1.62497 2.41641
H 3.61446 -6.62998 0.05691
H -2.38093 5.37421 1.27687
C -5.57487 -0.60632 2.17194
N 4.98655 -1.89654 0.95161
H 0.67809 1.65885 3.10474
H -5.77794 5.15530 5.13741
N -1.70519 3.13353 -1.54992
C 0.24320 7.04286 -2.06858
P -3.14869 2.51065 1.92256
C -5.72656 1.54730 1.47568
C 3.36152 -3.91084 0.11210
H -3.77641 2.55617 -4.06217
C -1.20907 -3.40364 -1.30365
H -4.65908 4.31224 1.11305
C 4.88804 -4.22567 0.08905
C 0.60510 -1.05050 -1.94870
P -1.10573 3.90821 -0.09248
H 0.23173 -0.74714 0.16702
H 1.43969 5.27889 0.50701
N -3.71609 3.21927 3.42657
H -1.44482 5.65917 -2.57774
H 4.80865 -5.35212 1.91907
C -6.46486 0.38733 1.64851
C -0.59918 5.94591 -1.97551
H -1.40986 -2.36744 0.53705
C -2.96823 3.47176 4.57900
C -1.42109 1.80241 -1.85346
O 2.58284 -4.85920 -0.14004
H 7.41178 -4.54286 -1.01277
H -3.41480 4.64229 6.39746
C -2.72117 3.55206 -2.40856
C -3.77748 3.76716 0.74310
C 1.79983 -1.69078 -2.58033
H 4.50201 -4.90717 -1.92850
N 2.87562 -2.67450 0.28921
H 5.22266 -7.16074 -0.50545
C 5.67025 -3.07014 0.74558
C 0.12853 1.04544 2.37372
H 1.17677 -4.54163 -1.68220
H 0.81686 0.02649 -1.88170
Zn -1.00685 2.25952 1.39660
H 6.93390 -4.79486 -2.70259
H 4.67386 -7.56765 1.13030
H -6.01997 2.50992 1.09478
C 6.64564 -4.97634 -1.66373
H -1.97670 3.05986 4.66657
H -4.09917 3.20203 -0.14392
C -0.58003 -3.65818 -2.64526
O 3.24052 -0.45615 0.79684
H -3.14703 4.53873 -2.31441
H 1.25889 -2.16311 -0.16789
C -4.96702 4.54003 4.77845
H 5.51983 -1.11328 1.30730
H -3.37851 -0.40048 2.64717
O 6.85349 -3.15301 1.05856
C 0.92131 -4.06144 -2.64654
C -4.32307 -0.01531 2.30018
H -1.11515 -4.51488 -3.08933
C -4.94802 3.86976 3.56806
C -0.84927 -2.47657 -0.40181
C 3.63489 -1.60966 0.67858
H 2.64897 -1.01129 -2.72815
C 1.22971 6.91483 -1.02674
C -3.71699 4.27517 5.42938
C -2.20543 1.40519 -2.92594
H 5.26704 -3.32515 -1.82502
C 0.94952 5.74891 -0.33130
H 2.02809 7.61575 -0.82606
H 6.29894 -5.58850 1.01375
H 2.83839 -3.34367 -3.40033
H -0.45197 0.24304 2.84705
C 5.20975 -5.51096 0.90744
C 1.91092 -2.97907 -2.93117
*
```

Calculated values
Lowest unoccupied orbital energy in eV: -2.463
Highest occupied orbital energy in eV: -6.955
Relative energy (zero: lowest compared OMol25 entry of this formula, charge and spin) in eV: 0.000
Gap between HOMO and LUMO in eV: 4.492

=====

[4]
The following is a DFT calculation (the ωB97M-V functional and the def2-TZVPD basis) of a structure of composition C35H40FGeN9O5STl.

```
! RIJCOSX wB97M-V def2-TZVPD def2/J DEFGRID3
* xyz 1 1
O 0.08232 -3.87883 -1.84062
H -0.34565 1.54904 -3.50137
H 5.75202 1.53363 0.55831
H 1.73277 -3.57035 -4.23063
H -0.21914 3.79088 -2.43362
C 1.79902 2.26350 2.35303
Ge -4.52142 -3.63437 -2.80281
H -3.92541 -1.24900 -3.51093
O 4.03653 -1.65813 -3.39638
C -3.26902 -3.78254 -1.25816
C 5.85212 2.49664 -1.43389
H 0.02161 4.08152 2.97155
H -6.92430 -4.43250 -3.10298
H -5.57164 -1.67402 -4.02070
C -3.33112 -0.23351 1.02331
C 2.87914 2.17931 1.49338
N 1.86482 4.81683 5.73415
H 1.31987 4.25871 6.39440
H -3.52537 -5.61081 -4.06066
H 0.71745 -3.07704 0.50751
C 5.13403 3.40364 -0.47940
C 2.65599 2.79097 4.58747
H 5.71650 4.02366 0.18839
H 3.72618 2.83000 1.65871
N -1.44647 0.69435 -2.00319
C -3.98014 -2.51568 0.79776
C -3.70277 -4.56375 -4.30856
C 1.19669 -4.36121 -1.71194
H 2.13306 5.66971 6.22282
C -4.84443 -1.75336 -3.21109
C 0.69703 1.43478 2.12867
N -2.61767 3.21674 1.95915
C 3.09371 4.03315 5.33614
S -3.43768 2.79818 3.29145
C -1.98520 2.06368 -0.12639
C -3.99207 -1.35845 1.52967
H -6.04825 -5.53139 -2.02946
H -0.00359 3.24059 4.51624
H 1.56802 5.79942 3.89993
H -4.49940 -1.29426 2.48362
N -3.79014 1.26369 2.93030
N 1.72692 -4.57204 -4.04825
Tl -0.63494 -1.83154 -3.32454
H 2.11185 2.11886 5.27412
C -3.27603 1.02647 1.73611
H 2.91938 -5.11229 -2.47177
H 5.40799 2.35057 -2.40827
C 2.89256 -1.38256 -3.04041
C 5.14262 1.91765 -0.25189
N 3.92577 1.17466 -0.47228
H -4.34384 -4.52063 -5.18928
H -4.48443 -3.40437 1.15289
H 3.64431 3.79982 6.24524
H 4.74096 0.16824 -2.10221
C 3.85151 0.27418 -1.49519
O 0.54799 -1.01554 -1.11609
C 0.96320 -4.13403 0.59947
H 3.54284 2.25805 4.24946
C 0.98768 5.14470 4.54653
C 1.72147 0.51089 0.18146
H 0.11194 5.66923 4.92392
N 2.00066 -4.77751 -2.69986
C -0.73499 2.98073 -1.93744
H -2.74431 -4.10537 -4.55874
H -1.31877 4.10022 -0.19594
C -0.81591 1.72383 -2.53799
N 1.84594 3.17773 3.45065
H -5.24717 -1.23755 -2.33775
C -2.68888 -0.34164 -0.21394
C -1.33619 3.14983 -0.71380
H -6.63663 -3.97629 -1.42194
C 2.86045 1.29249 0.40434
N -2.65185 -1.48614 -0.90352
H -3.56732 -4.65235 -0.67051
C 1.60594 -0.40510 -0.97109
H 1.56799 -4.32045 1.48188
F -0.33463 1.46732 3.00812
C -6.20332 -4.48296 -2.28626
C -2.02644 0.84035 -0.80975
C 0.62468 3.84958 3.84919
H -0.20988 -0.05472 0.89331
O 1.76551 -4.55810 -0.50716
C -2.60762 2.15077 1.17849
C 0.64494 0.58622 1.06325
H 4.20314 3.83731 -0.82027
O 1.80241 -1.73316 -3.59267
C -3.28391 -2.55396 -0.42831
H -2.26698 -3.95701 -1.65212
H 6.93175 2.47473 -1.42007
H 0.04102 -4.71222 0.64623
C 2.76968 -0.48084 -1.81066
H 3.68375 4.68746 4.69762
H 0.82918 -4.97697 -4.27548
*
```

Calculated values
Lowest unoccupied orbital energy in eV: -3.221
Highest occupied orbital energy in eV: -9.936
Relative energy (zero: lowest compared OMol25 entry of this formula, charge and spin) in eV: 0.000
Gap between HOMO and LUMO in eV: 6.716

=====

> Among the records above, which one has the lowest lowest unoccupied orbital energy?

C6H8N3S

=====

> Which formula does entry 3 have?

C35H46N6O3P2Zn

=====

> What is the lowest unoccupied orbital energy in the third record?

-2.463 eV